A structure of composition C47H44GeOOsP2, computed with the ωB97M-V functional and the def2-TZVPD basis.

```
! RIJCOSX wB97M-V def2-TZVPD def2/J DEFGRID3
* xyz 0 1
Os 0.7513 0.1322 0.8393
O -2.2878 1.0703 -0.8884
C -1.8725 0.2423 -1.9133
C -2.0039 0.5798 -3.2525
C -1.6635 -0.3414 -4.2334
C -1.2137 -1.5992 -3.8791
C -1.0633 -1.9163 -2.5357
C -1.3537 -1.0005 -1.5302
P -0.9878 -1.2910 0.2532
C -2.7181 -1.4498 0.8610
C -3.1405 -0.8668 2.0442
C -4.4528 -1.0237 2.4808
C -5.3498 -1.7651 1.7332
C -4.9374 -2.3543 0.5414
C -3.6322 -2.1976 0.1111
C -0.4859 -3.0628 0.2756
C -1.1269 -4.0048 1.0748
C -0.6380 -5.3025 1.1755
C 0.4897 -5.6811 0.4669
C 1.1457 -4.7480 -0.3270
C 0.6726 -3.4494 -0.4050
C -2.1542 2.4348 -1.0556
C -3.0342 3.1265 -1.8728
C -2.8839 4.4944 -2.0426
C -1.8638 5.1599 -1.3833
C -1.0446 4.4697 -0.5011
C -1.1911 3.0999 -0.2987
P -0.3236 2.1997 1.0484
C 0.7605 3.5290 1.7138
C 2.1294 3.5026 1.4686
C 2.9521 4.5135 1.9506
C 2.4174 5.5530 2.6937
C 1.0521 5.5863 2.9486
C 0.2304 4.5833 2.4610
C -1.6159 2.2025 2.3511
C -1.2043 1.8141 3.6258
C -2.1086 1.7412 4.6721
C -3.4421 2.0673 4.4592
C -3.8569 2.4707 3.1994
C -2.9492 2.5412 2.1499
H -2.3620 1.5530 -3.5459
H -1.7660 -0.0673 -5.2757
H -0.9686 -2.3316 -4.6368
H -0.7007 -2.8991 -2.2717
H -2.4473 -0.2816 2.6337
H -4.7644 -0.5606 3.4083
H -6.3705 -1.8887 2.0734
H -5.6352 -2.9353 -0.0484
H -3.3140 -2.6605 -0.8150
H -2.0168 -3.7329 1.6256
H -1.1479 -6.0175 1.8089
H 0.8653 -6.6939 0.5392
H 2.0400 -5.0282 -0.8692
H 1.2253 -2.7120 -0.9759
H -3.8336 2.5867 -2.3625
H -3.5637 5.0338 -2.6891
H -1.7205 6.2226 -1.5279
H -0.2859 5.0116 0.0471
H 2.5458 2.6671 0.9227
H 4.0164 4.4749 1.7557
H 3.0603 6.3340 3.0798
H 0.6259 6.3930 3.5313
H -0.8324 4.6234 2.6661
H -0.1649 1.5626 3.8021
H -1.7725 1.4261 5.6519
H -4.1522 2.0105 5.2746
H -4.8936 2.7312 3.0262
H -3.2950 2.8621 1.1767
C 2.3604 0.4183 4.4097
Ge 1.6736 -1.2773 3.6948
C 2.7170 -2.7300 4.5062
C -0.1832 -1.5766 4.2678
C 1.9108 -1.3781 1.7472
H 2.2216 0.4871 5.4904
H 1.8901 1.2804 3.9354
H 3.4297 0.4809 4.1989
H 2.6239 -2.7202 5.5938
H 3.7727 -2.6342 4.2483
H 2.3616 -3.6931 4.1361
H -0.2577 -1.5415 5.3571
H -0.5066 -2.5646 3.9355
H -0.8743 -0.8416 3.8587
H 1.7364 -2.4267 1.4970
H 2.9821 -1.1974 1.6195
C 1.8107 0.7286 -0.3986
C 2.3904 0.9109 -1.7159
C 3.7237 1.3164 -1.8230
C 4.3031 1.4984 -3.0684
C 3.5573 1.2780 -4.2188
C 2.2316 0.8721 -4.1224
C 1.6494 0.6892 -2.8798
H 4.2944 1.4800 -0.9169
H 5.3368 1.8111 -3.1436
H 4.0102 1.4217 -5.1918
H 1.6500 0.6971 -5.0189
H 0.6178 0.3705 -2.7932
*
```

**Lowest unoccupied orbital energy**: 0.274 eV
**ΔE to the lowest compared entry with this formula, charge and spin**: 0.000 eV
**Electronic energy**: -129060.5358 eV

=====

A structure of composition C47H44O2P3SY, computed with the ωB97M-V functional and the def2-TZVPD basis.

```
! RIJCOSX wB97M-V def2-TZVPD def2/J DEFGRID3
* xyz 2 1
Y -0.0704 -1.6697 0.6050
C -1.2264 1.8690 -0.9964
C -2.0828 1.3850 0.1585
P -2.4922 -0.3999 0.3313
C -3.5338 -0.4782 1.8146
C -4.5553 -1.3844 2.1034
C -5.2437 -1.3814 3.2842
C -5.0392 -0.3457 4.2336
C -4.0523 0.6092 3.9659
C -3.2986 0.5535 2.7570
C -3.4808 -0.9393 -1.1214
C -3.1267 -2.1380 -1.7628
C -3.8850 -2.6055 -2.8457
C -5.0271 -1.9075 -3.2622
C -5.4118 -0.7643 -2.5539
C -4.7123 -0.3596 -1.4018
P -1.4248 0.9531 -2.6222
C -2.1898 2.4296 -3.4568
C -3.5521 2.5791 -3.8183
C -3.9965 3.6155 -4.6447
C -3.0923 4.5749 -5.0942
C -1.7805 4.5518 -4.6275
C -1.3597 3.5659 -3.7861
C 0.3515 1.0449 -3.2794
C 0.4135 1.2736 -4.6841
C 1.4159 0.7459 -5.5094
C 2.3706 -0.1032 -4.9528
C 2.3690 -0.3228 -3.5597
C 1.4415 0.2612 -2.7224
H -0.1205 1.9113 -0.8315
H -1.5232 2.8676 -1.2370
H -3.1184 1.8115 0.0599
H -1.6292 1.7322 1.1407
H -4.8192 -2.1221 1.3726
H -6.0177 -2.1555 3.3730
H -5.6761 -0.3016 5.1180
H -3.7599 1.3554 4.7108
H -2.5577 1.3554 2.5543
H -2.2479 -2.7066 -1.4007
H -3.5848 -3.5056 -3.3928
H -5.5000 -2.2485 -4.1608
H -6.2861 -0.1581 -2.8039
H -5.0820 0.3547 -0.6740
H -4.3028 1.8783 -3.4559
H -5.0538 3.6442 -5.0157
H -3.3731 5.3753 -5.7906
H -1.0659 5.1790 -5.0584
H -0.3138 3.4982 -3.4625
H -0.3920 1.7897 -5.0787
H 1.3641 0.9825 -6.5606
H 3.1578 -0.6230 -5.5069
H 3.1550 -1.0275 -3.1091
H 1.2657 0.7940 -0.6024
O 1.1721 -1.2390 -0.9975
C 1.7317 0.0120 -1.2488
C 3.1879 -0.0306 -0.7588
C 4.2540 0.3848 -1.5590
C 5.5696 0.0440 -1.2120
C 5.8234 -0.6174 0.0158
C 4.7688 -0.7697 0.9145
C 3.4720 -0.3707 0.5759
P 2.2696 -0.3547 1.9689
C 2.9142 -0.8753 3.5196
C 3.9340 -0.1939 4.1994
C 4.3749 -0.6195 5.4467
C 3.8664 -1.7339 6.0724
C 2.8072 -2.4549 5.3666
C 2.4180 -2.0708 4.0983
C 2.0914 1.4211 2.0860
C 1.0779 1.7625 2.9955
C 0.7944 3.0690 3.2289
C 1.7106 4.0963 2.8109
C 2.7275 3.7508 1.9140
C 2.9593 2.4151 1.6197
H 4.1197 0.8354 -2.5380
H 6.3364 0.3177 -1.9713
H 6.8390 -0.8512 0.3286
H 4.9146 -1.3825 1.7970
H 4.2459 0.7827 3.7905
H 5.0120 0.1225 6.0168
H 4.1342 -2.0036 7.0589
H 2.4483 -3.3641 5.8039
H 1.7334 -2.6576 3.4768
H 0.3915 1.0655 3.3892
H -0.0967 3.3370 3.7754
H 1.5102 5.1216 3.1209
H 3.3548 4.5208 1.4944
H 3.9154 2.1236 1.0796
C 2.0948 -4.1283 0.1201
S 0.4317 -4.9628 0.2584
C 0.4225 -5.8285 1.8781
O -0.5245 -3.7995 0.7502
H 2.3661 -3.2638 0.7717
H 1.9727 -3.7541 -0.8848
H 2.9318 -4.9016 0.2008
H 0.8938 -6.8339 1.8425
H -0.6397 -5.8901 2.1398
H 1.0205 -5.1236 2.5038
*
```

**Lowest unoccupied orbital energy**: -5.432 eV
**ΔE to the lowest compared entry with this formula, charge and spin**: 0.036 eV
**Electronic energy**: -93277.8932 eV